Entry 1:
The molecule C16H22O3. Source: the OMol25 dataset; level of theory: ωB97M-V with the def2-TZVPD basis set.

Calculated values
Gap between HOMO and LUMO = 0.3337 Eh
Total charge = 0
SMILES string = CCCCOc1ccc(C2(C(=O)O)CCCC2)cc1
Strongest force on any atom = 0.65 eV/Å
Energy relative to the best compared isomer or geometry (same formula, charge and spin) = 3.30 kJ/mol

Positions of all 41 atoms, in Å:
1 C -7.25025 -0.25511 -0.05110
2 C -5.85572 -0.86738 -0.09239
3 C -4.77130 0.20085 0.01292
4 C -3.37267 -0.40458 -0.03172
5 O -2.44122 0.65292 0.06718
6 C -1.11350 0.36400 0.03673
7 C -0.56916 -0.90844 -0.07516
8 C 0.80655 -1.07901 -0.09392
9 C 1.67274 -0.00212 0.00317
10 C 1.11570 1.27249 0.09765
11 C -0.24771 1.45650 0.11811
12 H -0.67495 2.44412 0.19281
13 H 1.75805 2.13890 0.14642
14 C 3.18190 -0.14780 -0.03548
15 C 3.54900 -1.62249 -0.11257
16 O 3.90466 -2.20562 -1.10242
17 O 3.43515 -2.25206 1.06556
18 H 3.66893 -3.18831 0.96318
19 C 3.86604 0.48581 1.19850
20 C 5.19287 1.00879 0.65945
21 H 5.65250 1.74056 1.32256
22 C 4.79885 1.59882 -0.69097
23 H 5.65195 1.73500 -1.35369
24 H 4.32661 2.57136 -0.54103
25 C 3.78698 0.59707 -1.25432
26 H 3.01128 1.08750 -1.84021
27 H 4.27979 -0.13128 -1.89883
28 H 5.89166 0.18276 0.51553
29 H 3.98418 -0.23256 2.00664
30 H 3.26239 1.31435 1.56809
31 H 1.18882 -2.08299 -0.19669
32 H -1.20077 -1.77931 -0.15287
33 H -3.23919 -1.10798 0.80261
34 H -3.22866 -0.95053 -0.97497
35 H -4.88172 0.75409 0.94706
36 H -4.86824 0.91287 -0.80836
37 H -5.74559 -1.57724 0.73064
38 H -5.72904 -1.42060 -1.02583
39 H -8.00985 -1.02941 -0.12650
40 H -7.40163 0.28555 0.88029
41 H -7.38538 0.44051 -0.87605

Mulliken population analysis, charges in e, atoms 1 to 4: atom 1 (C): -1.299, atom 2 (C): -0.330, atom 3 (C): -0.691, atom 4 (C): -0.693

---

Entry 2:
A cluster of 2 separate species, C16H22O5P in total. Source: the OMol25 dataset; level of theory: ωB97M-V with the def2-TZVPD basis set.

Calculated values
Gap between HOMO and LUMO = 0.3157 Eh
Total charge = +1
Strongest force on any atom = 4.95 eV/Å

Positions of all 44 atoms, in Å:
1 O -0.94136 -2.35220 2.67058
2 C -0.47301 -2.52960 1.52067
3 C -0.57994 -1.43846 0.32668
4 P 0.83595 -0.14506 0.40586
5 C 0.25446 -3.91337 1.11280
6 C 1.37130 -4.56203 1.97213
7 C 1.98579 -5.89399 1.41107
8 C 1.54173 -6.53895 0.05874
9 C 0.41315 -5.87104 -0.81496
10 C -0.20136 -4.57121 -0.24386
11 H -0.47109 -1.92192 -0.71695
12 H -1.61244 -0.95250 0.34175
13 H 1.60471 -0.21953 -0.81065
14 H 0.18506 1.12122 0.44518
15 H 1.73472 -0.38380 1.49037
16 H 1.74394 -4.10763 2.96234
17 H 2.78384 -6.39884 2.04348
18 H 1.99476 -7.50738 -0.35966
19 H 0.06279 -6.28023 -1.81764
20 H -1.01193 -4.01312 -0.84286
21 O 1.78577 1.69952 0.47340
22 C 2.57012 2.61388 0.25485
23 O 3.85605 2.61088 0.65745
24 C 4.45920 3.87414 0.33613
25 C 3.61287 4.44246 -0.77587
26 C 2.23923 3.90081 -0.44575
27 H 4.44894 4.50256 1.23083
28 H 5.49333 3.71981 0.02537
29 H 3.65359 5.53071 -0.83534
30 H 3.94456 4.04000 -1.73811
31 H 1.69769 4.55335 0.24403
32 H 1.65081 3.71880 -1.34569
33 O -2.23571 3.44115 -1.58545
34 C -3.06486 2.66752 -1.17973
35 O -2.77010 1.53555 -0.48215
36 C -3.97481 0.79326 -0.25114
37 C -5.09236 1.80281 -0.37051
38 C -4.54883 2.77266 -1.39907
39 H -4.04683 0.00200 -1.00377
40 H -3.94099 0.33646 0.74003
41 H -6.04758 1.35600 -0.65037
42 H -5.22886 2.31956 0.58463
43 H -4.78141 2.45756 -2.41905
44 H -4.90092 3.78822 -1.21977

Mulliken population analysis, charges in e, atoms 1 to 4: atom 1 (O): -0.501, atom 2 (C): 0.202, atom 3 (C): -0.108, atom 4 (P): 0.120